[1]
The following is a DFT calculation (wB97M-V/def2-TZVPD) of a structure of composition C14H34N3O5PV.

Cartesian coordinates (Å):
V  -0.355  -0.046  -0.861
C  1.924  -1.557  -2.070
C  0.740  -2.322  -2.612
O  -0.374  -2.012  -1.764
C  -1.640  -2.441  -2.297
C  -2.704  -1.715  -1.508
O  -2.355  -0.321  -1.399
C  -2.860  0.614  -2.366
C  -1.817  0.854  -3.435
O  -0.560  1.029  -2.755
C  0.575  0.992  -3.639
C  1.794  0.824  -2.764
O  1.543  -0.195  -1.776
H  2.763  -1.573  -2.766
H  2.247  -1.978  -1.118
H  0.939  -3.396  -2.597
H  0.500  -2.028  -3.639
H  -1.743  -3.523  -2.190
H  -1.681  -2.189  -3.361
H  -2.747  -2.080  -0.483
H  -3.685  -1.825  -1.970
H  -3.064  1.530  -1.813
H  -3.792  0.252  -2.801
H  -2.056  1.747  -4.015
H  -1.729  0.005  -4.119
H  0.633  1.919  -4.214
H  0.454  0.157  -4.335
H  1.992  1.733  -2.196
H  2.678  0.579  -3.353
C  -0.030  2.355  0.517
N  0.880  1.412  1.177
C  2.101  2.089  1.639
P  0.142  0.194  2.062
O  -0.717  -0.537  1.026
N  1.377  -0.659  2.690
C  2.446  -1.172  1.836
C  1.250  -1.382  3.961
N  -0.818  0.750  3.241
C  -0.283  1.621  4.290
C  -2.184  0.277  3.476
H  0.502  2.881  -0.276
H  -0.447  3.092  1.209
H  -0.904  1.837  0.082
H  2.688  2.397  0.774
H  2.701  1.423  2.250
H  1.857  2.979  2.225
H  2.509  -0.598  0.913
H  2.272  -2.225  1.596
H  3.401  -1.092  2.357
H  0.403  -1.012  4.531
H  2.158  -1.239  4.548
H  1.111  -2.449  3.780
H  0.769  1.840  4.112
H  -0.367  1.137  5.264
H  -0.839  2.559  4.319
H  -2.511  -0.353  2.655
H  -2.855  1.133  3.559
H  -2.231  -0.292  4.407

Summary:
- E_LUMO (alpha / beta): -4.56 / -4.55 eV
- Highest occupied orbital energy (alpha / beta): -13.715 / -13.169 eV
- <S²>: 0.753
- Multiplicity: 2
- Total charge: +2

***

[2]
The following is a DFT calculation (wB97M-V/def2-TZVPD) of a cluster of 7 separate species, C8H32N2O7 in total in a non-equilibrium geometry.

Cartesian coordinates (Å):
C  1.843  -4.732  -3.114
O  1.502  -3.847  -2.046
C  1.593  -2.422  -2.439
C  0.801  -1.537  -1.466
C  -0.678  -1.800  -1.402
N  0.947  -0.134  -1.805
H  1.648  -5.769  -2.841
H  2.910  -4.585  -3.284
H  1.260  -4.446  -3.989
H  2.645  -2.147  -2.358
H  1.333  -2.199  -3.474
H  1.112  -1.820  -0.460
H  -0.858  -2.830  -1.093
H  -1.083  -1.640  -2.402
H  -1.196  -1.112  -0.734
H  1.910  0.104  -1.612
H  0.362  0.381  -1.162
C  0.779  3.626  -1.595
O  0.124  2.640  -0.865
C  -1.212  3.071  -0.588
C  -1.971  1.911  0.105
C  -3.481  2.216  0.157
N  -1.544  1.655  1.471
H  0.800  4.485  -0.925
H  0.267  3.831  -2.535
H  1.785  3.291  -1.850
H  -1.215  3.922  0.093
H  -1.737  3.560  -1.407
H  -1.863  0.955  -0.408
H  -4.105  1.356  0.399
H  -3.882  2.620  -0.773
H  -3.735  2.949  0.923
H  -2.163  0.954  1.852
H  -0.721  1.076  1.390
O  1.449  1.241  1.126
H  0.968  2.004  0.808
H  2.073  1.042  0.427
O  0.725  1.601  3.750
H  1.471  2.137  4.019
H  0.897  1.396  2.830
O  -0.999  -3.397  1.499
H  -0.407  -2.660  1.651
H  -0.552  -3.931  0.841
O  0.486  -1.113  2.023
H  0.988  -0.329  1.797
H  0.338  -1.039  2.966
O  0.314  -0.470  5.683
H  -0.595  -0.191  5.794
H  0.669  0.127  5.025

Summary:
- E_LUMO: 0.15 eV
- SMILES: COC[C@H](C)N.COC[C@H](C)N.O.O.O.O.O
- Highest occupied orbital energy: -9.641 eV

***

[3]
The following is a DFT calculation (wB97M-V/def2-TZVPD) of the ion C3H7FNO2 with charge +1 in a non-equilibrium geometry.

Cartesian coordinates (Å):
N  0.420  -1.226  1.010
C  0.484  0.217  0.641
O  -0.828  0.672  0.726
C  -1.374  0.909  -0.585
O  -0.636  -0.065  -1.426
C  0.679  0.120  -0.962
F  1.233  1.280  -1.393
H  0.507  -1.351  2.077
H  1.290  -1.697  0.651
H  -0.447  -1.602  0.550
H  1.130  0.826  1.336
H  -2.521  0.767  -0.668
H  -1.218  1.939  -0.848
H  1.280  -0.791  -1.110

Summary:
- E_LUMO: -4.01 eV
- SMILES: [NH3+][C@@H]1OCO[C@H]1F
- Highest occupied orbital energy: -15.754 eV
- Total charge: +1

***

Here are the calculated ΔE to the lowest compared entry with this formula, charge and spin numbers, same order: 0.0 95.8 0.0 (kJ/mol).
Here are the calculated energy numbers, same order: -2379.19170 -960.13269 -423.30424 (Eh).